# 1
Computed, not measured: a structure of composition C36H41N3O2PPt at a distorted geometry, with wB97M-V/def2-TZVPD.

Structure (XYZ):
```
84
Properties=species:S:1:pos:R:3:forces:R:3:lowdin_charge:R:1
Pt 0.834 -1.408 0.213 1.20 -1.36 -1.02 1.08
O 2.833 -1.113 0.544 0.03 0.43 0.28 -0.29
C 3.354 -0.784 1.702 -1.02 -0.49 -0.15 -0.36
C 4.662 -0.289 1.686 0.78 0.20 0.41 -0.02
C 5.336 0.050 2.846 -0.42 -0.19 -0.55 -0.10
C 4.705 -0.103 4.078 0.19 0.04 0.52 -0.13
C 3.420 -0.582 4.134 -0.39 -0.05 -0.47 -0.06
C 2.686 -0.911 2.970 1.81 0.37 -0.51 -0.17
C 1.349 -1.304 3.124 -2.86 -0.63 -1.34 -0.05
N 0.471 -1.520 2.143 3.12 0.49 1.36 -0.19
N -0.787 -1.753 2.466 -2.69 -0.60 0.81 0.06
C -1.576 -2.024 1.443 2.97 0.21 -0.58 -0.44
O -1.101 -2.181 0.226 -0.63 0.45 0.88 -0.25
C -3.000 -2.088 1.644 -1.85 -0.31 0.22 -0.16
C -3.839 -2.600 0.640 0.76 0.09 0.31 -0.03
C -5.208 -2.551 0.776 -0.52 0.02 0.09 -0.09
C -5.779 -1.995 1.915 0.25 0.00 0.05 -0.10
C -4.956 -1.506 2.926 -0.63 -0.08 -0.03 -0.09
C -3.589 -1.560 2.804 0.69 -0.13 -0.46 -0.03
H 5.141 -0.181 0.723 0.00 0.01 -0.08 0.10
H 6.346 0.434 2.791 0.05 0.02 0.00 0.09
H 5.226 0.154 4.992 -0.02 0.00 0.00 0.09
H 2.922 -0.690 5.088 -0.03 0.00 0.10 0.10
H 0.954 -1.403 4.132 -0.13 0.07 -0.05 0.13
H -3.388 -3.034 -0.241 0.05 0.08 -0.08 0.11
H -5.848 -2.936 -0.011 0.07 0.00 0.04 0.10
H -6.853 -1.947 2.019 -0.10 0.02 -0.01 0.09
H -5.401 -1.072 3.813 0.01 0.01 0.03 0.10
H -2.940 -1.162 3.568 0.06 0.06 0.06 0.11
C -1.499 -1.782 -2.759 0.09 -0.07 0.22 -0.13
C -0.067 -2.063 -3.200 0.12 -0.02 0.26 -0.52
C 0.050 -1.838 -4.705 0.17 -0.02 0.20 -0.12
P 1.072 -1.049 -2.102 -0.15 0.23 -0.56 0.98
C 2.725 -1.173 -2.972 -0.14 -0.09 0.39 -0.53
C 3.734 -0.260 -2.284 -0.09 0.05 0.02 -0.12
C 3.216 -2.618 -2.955 -0.13 0.08 -0.05 -0.12
C 0.572 0.674 -2.383 0.17 -0.45 0.26 -0.30
C 0.740 1.346 -3.588 -0.07 0.25 -0.01 -0.08
C 0.325 2.656 -3.764 0.19 -0.10 -0.37 -0.32
C 0.459 3.365 -5.082 -0.09 -0.04 0.14 -0.08
C -0.248 3.318 -2.675 0.06 -0.12 0.18 -0.07
C -0.400 2.699 -1.465 -0.04 0.40 -0.22 -0.02
C -0.021 1.343 -1.275 -0.40 0.06 0.49 -0.33
N -0.240 0.716 -0.134 0.04 0.01 -0.16 -0.03
C -0.768 1.297 0.996 -0.12 0.46 -0.16 -0.26
C 0.070 1.870 1.967 -0.05 -0.16 -0.15 -0.21
C 1.540 1.985 1.711 -0.04 -0.02 -0.10 -0.03
C -0.480 2.321 3.152 -0.33 -0.04 0.14 -0.02
C -1.845 2.241 3.396 0.06 0.07 0.17 -0.29
C -2.412 2.748 4.694 -0.03 0.03 -0.13 -0.07
C -2.673 1.710 2.412 0.15 0.10 0.10 -0.03
C -2.158 1.256 1.213 0.13 0.09 0.09 -0.21
C -3.042 0.750 0.119 0.06 -0.06 0.00 -0.03
H -2.197 -2.454 -3.258 -0.07 -0.08 -0.15 0.08
H -1.769 -0.756 -3.000 -0.05 0.13 -0.04 0.08
H -1.590 -1.922 -1.686 -0.18 0.05 -0.04 0.02
H 0.176 -3.109 -2.972 0.00 0.09 0.03 0.10
H -0.230 -0.815 -4.950 0.01 0.09 -0.08 0.07
H -0.643 -2.506 -5.220 -0.04 -0.03 -0.03 0.07
H 1.050 -2.037 -5.085 0.10 0.02 -0.09 0.06
H 2.601 -0.839 -4.009 -0.17 -0.05 0.14 0.09
H 3.950 -0.644 -1.291 0.04 0.05 0.03 0.04
H 3.328 0.743 -2.179 0.03 0.16 0.04 0.07
H 4.658 -0.202 -2.860 0.07 -0.03 -0.10 0.08
H 3.203 -3.000 -1.934 0.03 -0.06 0.06 0.07
H 4.239 -2.672 -3.331 0.06 -0.03 -0.03 0.07
H 2.589 -3.256 -3.575 -0.03 -0.14 -0.02 0.06
H 1.212 0.838 -4.419 0.05 -0.02 -0.11 0.09
H 1.052 2.784 -5.783 0.07 -0.04 -0.12 0.06
H 0.931 4.338 -4.951 0.08 0.12 -0.10 0.07
H -0.525 3.534 -5.521 -0.04 0.06 -0.19 0.07
H -0.569 4.346 -2.791 -0.02 0.11 -0.02 0.10
H -0.828 3.230 -0.627 -0.07 0.05 0.08 0.11
H 1.778 2.933 1.223 0.04 0.05 -0.04 0.09
H 1.861 1.188 1.042 0.08 0.05 -0.01 0.05
H 2.098 1.927 2.643 0.15 0.03 0.07 0.07
H 0.172 2.736 3.912 0.06 0.05 0.07 0.11
H -1.614 2.898 5.421 -0.06 0.00 0.09 0.07
H -3.137 2.042 5.102 -0.04 0.01 0.11 0.07
H -2.922 3.704 4.548 -0.03 0.00 0.08 0.07
H -3.741 1.644 2.581 -0.13 0.02 0.05 0.11
H -4.045 0.536 0.484 -0.13 0.01 0.02 0.07
H -2.612 -0.154 -0.307 -0.03 -0.04 -0.15 0.06
H -3.101 1.491 -0.680 -0.05 0.00 -0.13 0.08
```
Forces are in eV/Å.

Summary:
energy relative to the best compared isomer or geometry (same formula, charge and spin)	0.446	eV
charge	-1
molar mass	773.80	g/mol
HOMO energy	-3.31	eV

=====

# 2
Computed, not measured: a structure of composition C36H41N8RhSi at a distorted geometry, with wB97M-V/def2-TZVPD.

Structure (XYZ):
```
87
Properties=species:S:1:pos:R:3:forces:R:3:lowdin_charge:R:1
Rh -0.090 -0.070 -0.406 -0.12 0.13 0.63 0.93
C -0.327 1.295 2.225 0.14 0.01 0.08 -0.07
N 0.344 1.486 0.881 0.14 -0.10 0.37 -0.24
C -0.044 2.794 0.343 -0.34 -0.05 -0.07 -0.13
C -1.241 2.631 -0.528 -0.02 0.24 0.51 -0.25
C -1.827 3.785 -1.036 -0.07 -0.22 0.03 0.00
C -2.725 3.652 -2.065 0.51 -0.10 -0.46 -0.01
C -2.989 2.368 -2.544 -2.20 -0.06 1.67 -0.05
C -2.627 1.288 -1.761 0.72 -0.24 0.13 -0.08
N -1.669 1.377 -0.787 0.49 0.43 -1.92 0.02
C 1.829 1.504 1.046 0.03 0.20 0.06 -0.10
C 2.266 0.222 1.662 -0.10 -0.09 -0.10 -0.26
C 3.316 0.134 2.559 -0.03 0.04 -0.03 0.02
C 3.612 -1.097 3.116 0.02 -0.02 0.02 -0.01
C 2.811 -2.181 2.791 -0.04 -0.03 0.02 -0.01
C 1.781 -2.002 1.888 -0.10 0.13 0.10 -0.11
N 1.517 -0.827 1.296 0.25 -0.14 -0.38 0.07
C -1.350 0.196 2.378 0.06 0.03 -0.09 -0.26
C -2.068 0.157 3.567 0.02 0.00 -0.03 0.00
C -3.033 -0.817 3.733 -0.02 -0.04 -0.01 -0.02
C -3.265 -1.705 2.692 -0.02 0.02 0.03 -0.02
C -2.503 -1.594 1.549 -0.04 0.07 0.05 -0.11
N -1.540 -0.674 1.390 0.09 0.04 0.04 0.05
H -0.821 2.230 2.487 0.02 0.00 0.02 0.13
H 0.457 1.147 2.970 -0.02 -0.02 0.02 0.14
H 0.769 3.212 -0.247 0.09 -0.18 -0.04 0.10
H -0.216 3.497 1.162 -0.08 0.09 -0.10 0.15
H -1.539 4.752 -0.645 0.07 -0.01 -0.03 0.14
H -3.142 4.521 -2.557 -0.11 -0.02 0.06 0.14
H -3.846 2.264 -3.200 0.48 -0.27 -0.48 0.14
H -3.030 0.297 -1.923 0.09 0.01 -0.15 0.13
H 2.119 2.366 1.656 -0.02 -0.05 0.05 0.15
H 2.271 1.634 0.057 -0.01 0.02 0.00 0.11
H 3.884 1.018 2.817 -0.01 0.00 -0.01 0.13
H 4.437 -1.206 3.808 -0.01 0.00 0.00 0.13
H 2.974 -3.155 3.230 0.00 0.01 -0.01 0.13
H 1.139 -2.833 1.641 0.03 -0.02 -0.03 0.09
H -1.872 0.884 4.345 0.00 0.00 0.00 0.13
H -3.603 -0.876 4.651 -0.01 0.00 0.00 0.13
H -4.028 -2.468 2.761 0.01 0.00 0.00 0.12
H -2.677 -2.263 0.721 -0.02 0.00 0.03 0.09
C -0.305 -2.488 -2.814 -0.28 -0.02 0.05 -0.19
N 0.112 -2.148 -1.410 0.17 0.04 0.01 -0.14
C 1.600 -2.480 -1.368 -0.05 -0.12 -0.02 -0.18
N 1.885 -3.847 -1.730 -0.05 0.03 0.07 -0.07
C 1.418 -4.091 -3.093 0.04 -0.01 -0.06 -0.14
N -0.020 -3.852 -3.190 -0.10 0.00 0.07 -0.07
C -0.707 -4.759 -2.273 -0.01 -0.03 0.01 -0.14
N -0.280 -4.520 -0.890 0.01 0.02 0.01 -0.07
C -0.588 -3.152 -0.545 -0.06 -0.06 -0.08 -0.20
C 1.167 -4.740 -0.817 -0.01 0.03 -0.05 -0.14
H 0.231 -1.826 -3.478 0.12 -0.12 0.11 0.06
H -1.383 -2.322 -2.881 0.04 0.14 -0.09 0.14
H 1.961 -2.307 -0.367 0.05 0.04 0.04 0.08
H 2.108 -1.803 -2.049 0.00 -0.04 -0.01 0.08
H 1.630 -5.124 -3.369 0.00 0.01 -0.01 0.14
H 1.948 -3.431 -3.781 -0.01 0.01 0.01 0.14
H -0.477 -5.788 -2.544 -0.02 0.00 0.00 0.14
H -1.786 -4.611 -2.351 0.00 0.01 0.01 0.14
H -0.337 -2.950 0.492 -0.03 -0.03 0.02 0.09
H -1.659 -3.000 -0.686 0.04 0.02 -0.03 0.11
H 1.382 -5.774 -1.083 0.00 0.00 0.01 0.14
H 1.515 -4.570 0.203 0.00 0.00 0.01 0.12
C 4.185 4.102 -2.305 0.03 0.00 0.00 -0.06
C 2.860 4.507 -2.194 -0.05 0.01 0.02 -0.06
C 1.842 3.566 -2.226 0.00 0.01 -0.14 -0.13
C 2.117 2.200 -2.375 0.09 -0.03 0.05 -0.34
C 3.459 1.819 -2.498 0.04 0.04 0.12 -0.11
C 4.483 2.758 -2.459 -0.03 -0.05 0.01 -0.06
Si 0.865 0.820 -2.539 -0.21 -0.03 -0.01 0.78
C -0.365 1.201 -3.926 -0.89 0.16 0.08 -0.29
C -0.826 0.143 -4.721 -0.05 0.05 -0.18 -0.11
C -1.599 0.324 -5.863 -0.01 0.14 0.03 -0.05
C -1.956 1.603 -6.264 -0.12 -0.21 0.13 -0.05
C -1.584 2.668 -5.465 -0.42 0.04 0.45 -0.07
C -0.876 2.467 -4.281 1.88 0.23 -1.07 -0.13
H 4.979 4.837 -2.286 0.00 0.00 0.01 0.12
H 2.623 5.558 -2.092 0.00 -0.01 -0.01 0.11
H 0.817 3.918 -2.167 0.01 -0.01 -0.05 0.08
H 3.715 0.775 -2.637 0.00 -0.01 -0.01 0.09
H 5.512 2.438 -2.560 -0.01 0.00 -0.02 0.11
H 1.606 -0.306 -3.141 0.14 0.00 0.18 0.00
H -0.549 -0.870 -4.513 0.04 0.01 -0.10 0.05
H -1.897 -0.538 -6.445 0.05 0.02 -0.02 0.12
H -2.508 1.766 -7.180 -0.02 -0.02 0.01 0.12
H -1.902 3.670 -5.728 0.21 0.03 -0.08 0.12
H -0.406 3.369 -3.894 -0.43 -0.12 0.58 0.10
```
Forces are in eV/Å.

Summary:
charge	+2
molar mass	716.77	g/mol
HOMO energy (spin up / spin down)	-13.63 / -13.63	eV